(1)
{"formula": "C30H56ClN2O7P", "method": "wB97M-V/def2-TZVPD", "e_tot_ha": -2614.34695, "smiles": "CC[C@H](C#N)[C@H](C#N)P(O)Cl.C1CCOC1.C1CCOC1.C1CCOC1.C1CCOC1.C1CCOC1.C1CCOC1", "species": ["H", "C", "O", "C", "O", "C", "C", "H", "N", "O", "H", "H", "H", "C", "C", "H", "H", "O", "C", "H", "C", "C", "H", "C", "C", "H", "C", "C", "H", "H", "H", "C", "C", "H", "C", "C", "C", "H", "Cl", "C", "H", "H", "H", "H", "C", "C", "H", "H", "H", "H", "H", "H", "C", "C", "H", "H", "H", "H", "H", "H", "H", "C", "H", "H", "H", "O", "H", "P", "H", "H", "H", "H", "C", "H", "C", "H", "H", "H", "C", "H", "H", "H", "C", "H", "O", "N", "C", "H", "H", "H", "C", "H", "H", "H", "H", "H", "O"], "coordinates": [[-0.897, 2.533, -4.556], [-2.817, -0.909, -0.302], [-5.493, -3.919, -1.207], [-1.417, 1.199, 0.429], [-2.720, 2.548, -5.520], [8.009, 1.290, 6.553], [6.646, 1.601, 5.950], [5.763, -6.003, 1.533], [0.206, -1.718, 1.209], [4.064, 1.001, 0.325], [-3.484, -0.275, -2.255], [-2.729, 2.557, -7.581], [-7.083, 5.252, -1.945], [4.053, 0.549, 2.647], [4.781, 1.282, 1.530], [7.280, -4.579, -0.694], [6.482, -2.261, 1.848], [6.267, 0.446, 5.198], [-6.614, -3.930, -2.095], [6.698, 2.460, 5.272], [5.776, -5.287, 0.708], [5.237, -3.937, 1.174], [-0.363, 3.718, -6.576], [-1.427, -0.228, -0.187], [-6.574, 3.972, 1.066], [-0.410, 1.377, 0.815], [-3.070, 3.186, -6.752], [3.497, -0.663, 1.904], [7.892, 0.754, 7.497], [-2.029, 3.795, -4.033], [-2.419, -1.712, -2.296], [-6.735, -5.356, -2.613], [-6.212, -6.160, -1.424], [-6.817, 4.713, 1.830], [-6.906, 5.288, -0.869], [-0.508, -1.063, 0.589], [7.212, -4.933, 0.340], [2.646, -1.133, 2.393], [0.170, 3.340, -0.877], [-1.639, 3.251, -4.901], [-4.155, 3.275, -6.809], [-6.445, -3.201, -2.889], [-7.507, -3.632, -1.536], [-5.863, -7.156, -1.687], [-5.094, -5.261, -0.914], [6.450, -3.351, 1.884], [3.233, 1.163, 3.030], [-7.287, 6.242, -0.488], [-2.157, 4.902, -7.754], [7.234, -1.306, 5.694], [7.450, -0.765, 4.019], [4.280, -1.414, 1.787], [3.138, -0.064, 0.553], [8.610, 0.366, 5.496], [-4.522, 4.738, 1.125], [-4.151, -5.468, -1.431], [3.207, -0.780, -0.267], [-7.753, -5.613, -2.903], [4.706, 0.295, 3.479], [-2.771, -1.860, 0.220], [-6.086, -5.501, -3.479], [-2.359, 4.533, -6.750], [-4.927, -5.354, 0.159], [-0.998, -0.164, -1.188], [5.222, -5.717, -0.125], [-1.845, 1.786, -2.146], [-2.663, 2.049, -2.591], [-1.755, 2.621, -0.756], [-6.589, 2.988, 1.531], [7.903, -5.767, 0.466], [4.971, -3.323, 0.310], [6.484, -3.663, 2.934], [-7.522, 4.112, -0.123], [-3.591, -0.288, 0.140], [-5.232, 4.295, 0.427], [9.411, -0.269, 5.871], [9.000, 0.952, 4.661], [5.882, 1.801, 6.702], [-1.100, 4.218, -5.944], [5.808, 0.914, 1.419], [4.364, -4.011, 1.820], [-7.486, 3.212, -0.740], [-2.341, 1.331, 1.552], [-4.773, 3.400, -0.007], [-5.500, 5.225, -0.627], [-3.259, 1.486, 2.228], [7.389, -0.430, 5.056], [8.600, 2.185, 6.740], [-8.558, 4.289, 0.160], [-4.112, -1.818, -1.737], [-3.213, -1.204, -1.756], [-2.963, 5.278, -6.227], [-6.992, -6.260, -0.666], [4.818, 2.362, 1.678], [2.123, 0.351, 0.563], [-0.630, 5.095, -5.502], [7.600, -3.872, 1.214]]}

---

(2)
{"formula": "C14H48N8O10", "method": "wB97M-V/def2-TZVPD", "e_tot_ha": -1752.73264, "smiles": "NC(N)=O.NC(N)=O.NC(N)=O.NC(N)=O.CCO.CCO.CCO.CCO.CO.CO", "species": ["O", "C", "H", "H", "H", "C", "C", "H", "C", "O", "H", "H", "H", "H", "H", "C", "H", "O", "O", "H", "H", "H", "N", "H", "C", "H", "H", "C", "N", "O", "N", "C", "H", "C", "N", "H", "H", "H", "H", "H", "H", "O", "H", "H", "H", "H", "H", "H", "H", "C", "H", "C", "N", "C", "H", "H", "O", "H", "H", "H", "O", "N", "H", "O", "H", "N", "N", "H", "H", "C", "H", "H", "H", "O", "C", "H", "H", "H", "H", "H"], "coordinates": [[1.628, 0.213, 0.386], [0.621, 4.476, 3.054], [-0.204, 0.858, -0.137], [1.849, -0.226, 2.482], [-0.448, -3.719, 1.062], [-1.301, 0.566, 4.785], [3.044, 1.434, -3.162], [-1.159, -3.948, -0.537], [2.124, -3.312, -5.344], [-1.173, 3.654, 1.532], [0.214, 1.904, -1.507], [-0.858, 0.391, 6.880], [-0.087, 0.307, 1.536], [1.189, 1.325, -3.754], [-0.475, 3.724, 0.858], [2.956, -2.509, -4.343], [-2.680, 0.005, -0.856], [2.029, 1.743, 4.962], [-1.474, -5.970, 1.814], [-2.750, -2.328, 0.020], [-0.587, -1.092, 5.900], [1.981, 2.479, -4.733], [-1.021, -4.225, 0.416], [3.646, -1.773, -4.761], [-0.448, 3.444, 2.741], [-0.969, 3.163, -1.351], [4.914, 2.122, -2.605], [0.099, 2.992, -1.473], [-2.177, -6.048, -0.334], [2.971, 0.491, -2.368], [2.023, 1.870, -3.942], [-3.475, -0.424, 0.843], [2.324, 1.607, 1.840], [0.185, 0.072, 0.509], [-2.505, 0.236, -3.890], [-0.488, 1.289, 4.710], [0.282, 5.514, 3.032], [-2.594, 0.288, -4.885], [2.821, 2.968, 2.890], [2.846, -3.796, -6.004], [-2.110, -5.591, -1.225], [-2.529, -0.613, 6.527], [3.471, -3.246, -3.720], [-1.168, 3.290, 3.545], [1.353, -2.783, -5.902], [-3.256, 0.548, -3.298], [1.324, 4.458, 2.214], [-1.152, -0.083, 3.914], [-4.001, -2.574, 1.193], [-1.242, -0.233, 6.070], [2.499, -1.138, -2.962], [-1.567, -5.425, 0.714], [4.112, 2.256, -3.196], [-1.459, -0.406, -3.289], [1.806, 0.213, -0.563], [-4.252, 0.012, 1.473], [-3.339, 0.418, -0.272], [0.382, 3.417, -2.436], [1.586, -4.069, -4.771], [0.017, 2.460, 2.604], [0.813, 3.425, -0.320], [1.663, 0.113, 3.411], [1.278, -0.550, 4.058], [-1.388, -0.621, -2.085], [-4.341, -1.975, -0.426], [2.371, 2.088, 2.725], [-0.486, -0.787, -4.163], [1.120, 4.262, 3.997], [1.765, 3.383, -0.433], [2.048, 1.339, 3.803], [0.283, -1.367, -3.819], [-0.601, -0.598, -5.140], [-2.727, -1.515, 6.265], [2.036, -1.797, -3.511], [-3.659, -1.879, 0.425], [-2.596, -0.457, 1.504], [-0.178, -0.920, 0.244], [4.058, 3.137, -3.669], [-2.542, -6.978, -0.318], [-2.267, 1.021, 4.566]]}

---

no.,HOMO energy (eV),frontier orbital gap (eV),LUMO (eV)
1,-9.08,9.40,0.31
2,-8.97,8.74,-0.23